Density functional theory data (ωB97M-V/def2-TZVPD) for a structure of composition C45H36Co2N2O7P at a distorted geometry.

Net charge ... -1
Gap between HOMO and LUMO ... 2.88 eV
Energy relative to the best compared isomer or geometry (same formula, charge and spin) ... 54.99 kcal/mol
HOMO energy ... -2.01 eV

Last column: Mulliken charge in e.
Geometry (Å):
1 O -0.95 3.34 2.68  -0.44
2 C -0.09 2.71 2.25  -0.29
3 Co 1.16 1.75 1.52  -0.28
4 C 1.93 3.17 0.77  -0.13
5 O 2.33 4.21 0.46  -0.46
6 C 1.97 1.25 2.96  0.25
7 O 2.45 0.89 3.95  -0.43
8 C 0.80 0.08 1.17  -1.59
9 C 0.15 0.96 0.23  1.44
10 C -0.98 1.25 -0.47  1.80
11 C -1.07 2.63 -0.96  0.15
12 C -2.24 3.42 -0.80  -0.06
13 C -2.26 4.77 -1.13  -1.14
14 C -1.11 5.40 -1.61  -0.71
15 C 0.06 4.65 -1.80  -0.61
16 C 0.06 3.29 -1.51  -0.29
17 Co 1.90 0.34 -0.24  -0.35
18 C 2.96 1.54 -0.96  0.02
19 O 3.73 2.21 -1.53  -0.52
20 C 1.51 -0.80 -1.48  -0.31
21 O 1.24 -1.60 -2.28  -0.53
22 P 3.50 -0.74 0.68  1.78
23 C 4.85 0.11 1.57  0.12
24 C 5.95 -0.64 2.01  -0.48
25 C 7.03 0.00 2.63  -0.73
26 C 7.01 1.39 2.80  -0.60
27 C 5.91 2.13 2.35  -0.91
28 C 4.83 1.49 1.74  0.00
29 C 2.87 -1.98 1.87  0.68
30 C 3.25 -1.98 3.22  -1.04
31 C 2.58 -2.81 4.13  -0.71
32 C 1.55 -3.64 3.69  -0.67
33 C 1.19 -3.67 2.34  -0.57
34 C 1.86 -2.85 1.43  -0.68
35 C 4.49 -1.77 -0.48  0.61
36 C 4.55 -3.17 -0.41  -0.10
37 C 5.32 -3.88 -1.33  -0.64
38 C 6.04 -3.20 -2.32  -0.56
39 C 5.99 -1.81 -2.38  -0.73
40 C 5.22 -1.09 -1.47  -0.40
41 H 0.42 -0.78 1.69  1.84
42 H -1.75 0.38 -0.79  -0.39
43 H -3.12 2.95 -0.37  0.18
44 H -3.18 5.34 -0.99  0.38
45 H -1.11 6.47 -1.84  0.33
46 H 0.96 5.12 -2.17  0.41
47 H 0.95 2.69 -1.73  0.49
48 H 5.97 -1.72 1.87  0.46
49 H 7.88 -0.58 2.97  0.39
50 H 7.85 1.90 3.28  0.37
51 H 5.89 3.22 2.48  0.44
52 H 3.98 2.08 1.37  0.06
53 H 4.07 -1.35 3.56  0.39
54 H 2.88 -2.79 5.17  0.39
55 H 1.02 -4.27 4.41  0.36
56 H 0.39 -4.32 1.98  0.43
57 H 1.59 -2.88 0.37  0.46
58 H 4.02 -3.70 0.38  0.25
59 H 5.35 -4.97 -1.28  0.40
60 H 6.64 -3.76 -3.04  0.35
61 H 6.56 -1.27 -3.15  0.40
62 H 5.19 0.00 -1.51  0.29
63 O -4.18 -1.39 -2.63  -0.72
64 C -5.26 -0.81 -2.46  0.43
65 C -6.59 -1.12 -3.03  0.10
66 C -7.50 -0.20 -2.54  0.00
67 C -8.84 -0.22 -2.90  -0.46
68 C -9.25 -1.21 -3.79  -0.45
69 C -8.33 -2.15 -4.30  -0.47
70 C -6.98 -2.11 -3.91  -0.36
71 C -6.80 0.74 -1.63  0.44
72 O -7.23 1.69 -0.99  -0.66
73 N -5.47 0.30 -1.64  0.48
74 C -4.39 0.99 -0.92  -1.76
75 C -3.74 0.07 0.09  0.21
76 C -3.32 0.60 1.46  -0.55
77 C -2.39 -0.52 1.97  -0.41
78 C -1.98 -1.32 0.71  -0.63
79 N -2.47 -0.48 -0.43  -0.33
80 H -9.51 0.53 -2.48  0.47
81 H -10.30 -1.26 -4.11  0.38
82 H -8.68 -2.92 -4.99  0.37
83 H -6.24 -2.82 -4.28  0.48
84 H -3.67 1.36 -1.66  0.37
85 H -4.87 1.83 -0.42  0.50
86 H -4.40 -0.79 0.26  0.67
87 H -2.78 1.54 1.35  -0.04
88 H -4.20 0.77 2.10  0.52
89 H -1.53 -0.13 2.52  0.08
90 H -2.94 -1.18 2.64  0.60
91 H -0.93 -1.58 0.61  0.15
92 H -2.57 -2.25 0.68  0.53
93 H -2.68 -1.05 -1.27  0.47


Density functional theory data (ωB97M-V/def2-TZVPD) for a structure of composition C45H38CdN5O3SSb.

Gap between HOMO and LUMO ... 7.11 eV
Energy relative to the best compared isomer or geometry (same formula, charge and spin) ... 3.21 kcal/mol
HOMO energy ... -6.57 eV

Last column: Mulliken charge in e.
Geometry (Å):
1 Cd 0.65 0.31 1.78  1.86
2 C 5.61 5.43 3.09  -1.56
3 C 4.48 4.60 2.54  0.34
4 C 3.47 5.15 1.75  -1.30
5 C 2.41 4.40 1.29  -0.60
6 C 2.28 3.02 1.55  0.39
7 N 1.23 2.29 1.10  0.03
8 C 0.25 2.85 0.28  -0.23
9 C 0.54 3.29 -1.02  0.55
10 C -0.43 3.73 -1.89  -0.83
11 C -1.78 3.71 -1.52  0.42
12 C -2.86 4.09 -2.49  -1.61
13 C -2.09 3.29 -0.24  -0.45
14 C -1.10 2.92 0.67  -0.01
15 N -1.52 2.64 2.00  0.75
16 C -2.58 3.20 2.63  -0.35
17 C -2.64 2.67 3.90  -1.03
18 C -1.56 1.79 3.96  -0.39
19 N -0.89 1.78 2.82  -0.47
20 C 3.30 2.47 2.37  0.25
21 C 4.35 3.26 2.85  -0.45
22 N 3.35 1.09 2.76  0.88
23 C 4.46 0.34 2.82  -0.32
24 C 4.16 -0.83 3.49  -0.86
25 C 2.80 -0.70 3.79  -0.38
26 N 2.31 0.46 3.37  -1.18
27 H 5.72 6.35 2.53  0.37
28 H 6.56 4.89 3.03  0.36
29 H 5.44 5.70 4.13  0.29
30 H 3.51 6.21 1.50  0.34
31 H 1.65 4.88 0.70  0.36
32 H 1.58 3.25 -1.33  0.55
33 H -0.16 4.05 -2.88  0.35
34 H -2.44 4.53 -3.39  0.37
35 H -3.55 4.82 -2.05  0.40
36 H -3.45 3.22 -2.78  0.17
37 H -3.12 3.24 0.07  0.53
38 H -3.18 3.94 2.15  0.51
39 H -3.36 2.91 4.66  0.43
40 H -1.23 1.16 4.78  0.43
41 H 5.07 2.79 3.50  0.55
42 H 5.38 0.69 2.39  0.56
43 H 4.81 -1.66 3.68  0.45
44 H 2.14 -1.41 4.27  0.45
45 S -2.44 -0.62 1.45  -0.65
46 Sb -2.20 -1.17 -0.73  1.86
47 C -1.02 -0.10 -2.15  0.56
48 C 0.36 -0.07 -2.01  -0.52
49 C 1.16 0.43 -3.02  -0.67
50 C 0.60 0.90 -4.19  -0.77
51 C -0.78 0.89 -4.34  -0.78
52 C -1.59 0.39 -3.32  -0.62
53 C -4.21 -1.23 -1.45  0.45
54 C -4.90 -0.30 -2.21  -0.14
55 C -6.23 -0.49 -2.54  -0.61
56 C -6.90 -1.62 -2.10  -0.44
57 C -6.23 -2.56 -1.32  -0.69
58 C -4.90 -2.36 -0.99  -0.63
59 C -1.65 -3.15 -1.23  0.31
60 C -1.38 -4.10 -0.27  -0.45
61 C -1.07 -5.40 -0.65  -0.32
62 C -1.02 -5.73 -2.00  -0.54
63 C -1.29 -4.77 -2.97  -0.64
64 C -1.61 -3.48 -2.58  -0.59
65 H 0.83 -0.44 -1.11  0.78
66 H 2.24 0.45 -2.88  0.52
67 H 1.22 1.29 -4.99  0.37
68 H -1.24 1.26 -5.25  0.43
69 H -2.66 0.38 -3.48  0.28
70 H -4.42 0.62 -2.54  0.21
71 H -6.75 0.25 -3.13  0.41
72 H -7.94 -1.77 -2.35  0.37
73 H -6.75 -3.44 -0.96  0.39
74 H -4.39 -3.09 -0.38  0.34
75 H -1.39 -3.83 0.78  0.29
76 H -0.86 -6.15 0.10  0.39
77 H -0.77 -6.74 -2.30  0.39
78 H -1.25 -5.03 -4.02  0.42
79 H -1.82 -2.73 -3.34  0.34
80 O 1.50 -4.03 2.56  -0.49
81 C 1.97 -4.37 1.33  1.34
82 C 2.38 -5.67 1.03  -0.83
83 C 2.85 -5.98 -0.24  -0.59
84 C 2.94 -4.99 -1.21  -0.87
85 C 2.56 -3.69 -0.89  -0.37
86 C 2.06 -3.38 0.36  -0.53
87 C 1.64 -1.97 0.67  1.33
88 O 2.48 -1.06 0.69  -0.74
89 O 0.40 -1.76 0.90  -1.15
90 H 1.47 -4.81 3.12  0.28
91 H 2.32 -6.44 1.80  0.33
92 H 3.16 -6.99 -0.46  0.41
93 H 3.31 -5.23 -2.19  0.42
94 H 2.65 -2.91 -1.63  0.49


Density functional theory data (ωB97M-V/def2-TZVPD) for a structure of composition C45H38ClLuN5O8P at a distorted geometry.

Gap between HOMO and LUMO ... 7.27 eV
Energy relative to the best compared isomer or geometry (same formula, charge and spin) ... 9.76 kcal/mol
HOMO energy ... -8.02 eV

Last column: Mulliken charge in e.
Geometry (Å):
1 Lu -0.04 -0.43 -0.92  2.36
2 Cl -2.41 -7.51 0.83  -0.24
3 C -1.78 -6.07 0.12  0.03
4 C -1.54 -6.02 -1.26  -0.83
5 C -1.04 -4.89 -1.84  -0.74
6 C -0.74 -3.71 -1.09  -0.03
7 O -0.27 -2.67 -1.65  0.49
8 C -0.96 -3.81 0.34  0.96
9 C -0.60 -2.75 1.22  -0.20
10 O 0.03 -1.73 0.92  0.13
11 C -1.51 -4.98 0.90  -1.12
12 H -1.75 -6.89 -1.86  0.47
13 H -0.87 -4.86 -2.90  0.25
14 H -0.87 -2.92 2.28  0.00
15 H -1.69 -5.00 1.96  0.52
16 O 0.27 3.55 -1.96  -0.74
17 C -0.34 2.87 -1.15  -0.65
18 O -0.47 1.60 -1.16  -0.35
19 C -1.01 3.55 0.04  -0.05
20 C -1.43 4.87 -0.07  -0.43
21 C -2.12 5.48 0.96  -0.87
22 C -2.42 4.76 2.11  -0.79
23 C -1.99 3.45 2.23  -0.62
24 C -1.25 2.84 1.22  0.98
25 P -0.65 1.12 1.44  1.67
26 C -2.25 0.43 2.00  0.69
27 C -3.35 0.66 1.18  -0.51
28 C -4.58 0.13 1.48  -0.72
29 C -4.74 -0.64 2.62  -0.79
30 C -3.65 -0.88 3.45  -0.58
31 C -2.41 -0.36 3.14  -0.68
32 C 0.22 1.19 3.06  0.79
33 C 0.81 -0.02 3.44  -0.39
34 C 1.48 -0.15 4.64  -0.72
35 C 1.60 0.95 5.48  -0.94
36 C 1.06 2.16 5.10  -0.88
37 C 0.37 2.28 3.90  -0.83
38 H -1.21 5.41 -0.98  0.51
39 H -2.44 6.51 0.86  0.44
40 H -2.98 5.22 2.90  0.46
41 H -2.24 2.88 3.11  0.54
42 H -3.21 1.28 0.30  0.42
43 H -5.42 0.31 0.82  0.47
44 H -5.71 -1.05 2.86  0.40
45 H -3.77 -1.46 4.35  0.48
46 H -1.57 -0.54 3.79  0.39
47 H 0.74 -0.86 2.76  0.16
48 H 1.91 -1.10 4.91  0.47
49 H 2.14 0.86 6.40  0.40
50 H 1.18 3.03 5.73  0.47
51 H -0.04 3.24 3.61  0.33
52 O 1.90 6.07 4.06  -0.53
53 C 2.78 5.06 4.12  0.53
54 O 3.53 4.96 5.06  -0.58
55 C 2.75 4.08 3.00  0.67
56 C 3.37 2.84 3.20  -1.00
57 C 3.31 1.86 2.24  0.02
58 C 2.62 2.09 1.04  -0.27
59 C 2.09 3.35 0.79  -0.86
60 C 2.14 4.33 1.77  -0.95
61 N 2.46 1.01 0.17  0.67
62 C 3.48 0.53 -0.40  -0.77
63 C 3.50 -0.80 -1.00  0.86
64 C 4.65 -1.24 -1.65  -1.02
65 C 4.76 -2.57 -2.00  -0.49
66 C 3.71 -3.42 -1.67  -1.16
67 C 2.59 -2.88 -1.06  -0.21
68 N 2.46 -1.60 -0.75  0.42
69 H 1.36 6.06 3.26  0.32
70 H 3.89 2.67 4.13  0.41
71 H 3.74 0.89 2.41  0.34
72 H 1.67 3.58 -0.17  0.83
73 H 1.73 5.30 1.54  0.44
74 H 4.45 1.04 -0.36  0.38
75 H 5.46 -0.54 -1.84  0.49
76 H 5.64 -2.94 -2.50  0.44
77 H 3.76 -4.48 -1.88  0.49
78 H 1.76 -3.52 -0.78  0.50
79 O -2.16 -0.97 -0.59  -0.25
80 N -2.57 -0.76 -1.75  -0.26
81 O -1.70 -0.40 -2.57  -0.21
82 N 1.23 -0.33 -2.95  -0.53
83 C 0.80 -0.77 -3.93  0.44
84 N 0.43 -1.35 -5.02  0.05
85 C -0.07 -2.71 -4.93  -0.65
86 C -1.61 -2.72 -4.82  0.06
87 C -2.20 -1.52 -5.56  -0.53
88 C -1.30 -1.16 -6.74  -0.78
89 C 0.01 -0.59 -6.20  -0.82
90 H 0.38 -3.19 -4.06  0.29
91 H 0.25 -3.24 -5.83  0.33
92 H -1.89 -2.65 -3.77  -0.29
93 H -1.99 -3.66 -5.23  0.53
94 H -2.25 -0.67 -4.88  -0.01
95 H -3.22 -1.74 -5.89  0.54
96 H -1.77 -0.41 -7.38  0.43
97 H -1.12 -2.04 -7.35  0.30
98 H -0.11 0.45 -5.91  0.46
99 H 0.80 -0.66 -6.96  0.32


Density functional theory data (ωB97M-V/def2-TZVPD) for a structure of composition C45H39Br3N4O5Yb at a distorted geometry.

Net charge ... -1
Gap between HOMO and LUMO (alpha / beta) ... 5.61 / 5.61 eV
Energy relative to the best compared isomer or geometry (same formula, charge and spin) ... 0.00 kcal/mol
Spin multiplicity ... 2
HOMO energy (alpha / beta) ... -3.85 / -3.85 eV

Last column: Löwdin spin population.
Geometry (Å):
1 Yb -0.55 0.69 -0.30  1.00
2 C -2.52 -0.09 2.70  0.00
3 O -1.55 -0.56 1.78  0.00
4 C -0.87 -1.70 2.12  0.00
5 C -1.37 -2.60 3.06  0.00
6 C -0.69 -3.77 3.34  0.00
7 C 0.49 -4.06 2.67  0.00
8 C 0.99 -3.16 1.75  0.00
9 C 0.35 -1.96 1.47  0.00
10 N 0.85 -1.02 0.52  0.00
11 N 2.08 -1.18 0.32  0.00
12 C 2.81 -0.53 -0.63  0.00
13 C 2.29 0.33 -1.63  0.00
14 O 1.07 0.67 -1.70  0.00
15 C 3.19 0.81 -2.65  0.00
16 C 4.49 0.48 -2.66  0.00
17 C 5.06 -0.37 -1.64  0.00
18 C 6.43 -0.70 -1.66  0.00
19 C 6.97 -1.51 -0.69  0.00
20 C 6.14 -2.00 0.33  0.00
21 C 4.80 -1.69 0.36  0.00
22 C 4.22 -0.87 -0.63  0.00
23 H -3.37 -0.77 2.75  0.00
24 H -2.87 0.86 2.32  0.00
25 H -2.08 0.03 3.69  0.00
26 H -2.30 -2.39 3.56  0.00
27 H -1.10 -4.46 4.06  0.00
28 H 1.02 -4.99 2.86  0.00
29 H 1.90 -3.38 1.20  0.00
30 H 2.75 1.46 -3.41  0.00
31 H 5.15 0.85 -3.44  0.00
32 H 7.05 -0.30 -2.45  0.00
33 H 8.02 -1.76 -0.71  0.00
34 H 6.56 -2.63 1.10  0.00
35 H 4.17 -2.06 1.16  0.00
36 Br -2.17 3.61 -4.31  0.00
37 C -2.34 4.15 -2.51  0.00
38 C -2.86 5.42 -2.23  0.00
39 C -2.99 5.85 -0.94  0.00
40 Br -3.67 7.60 -0.62  0.00
41 C -2.62 5.01 0.14  0.00
42 C -2.70 5.37 1.50  0.00
43 C -2.31 4.49 2.46  0.00
44 C -1.87 3.21 2.07  0.00
45 N -1.79 2.83 0.82  0.00
46 C -2.13 3.72 -0.16  0.00
47 C -1.92 3.27 -1.52  0.00
48 O -1.42 2.11 -1.76  0.00
49 H -3.15 6.07 -3.04  0.00
50 H -3.06 6.36 1.77  0.00
51 H -2.34 4.75 3.51  0.00
52 H -1.55 2.49 2.82  0.00
53 C -2.56 -5.83 -2.49  0.00
54 C -1.73 -4.59 -2.28  0.00
55 C -0.36 -4.63 -2.49  0.00
56 C 0.38 -3.44 -2.35  0.00
57 C 1.87 -3.43 -2.59  0.00
58 C -0.27 -2.28 -2.00  0.00
59 C -1.65 -2.20 -1.68  0.00
60 C -2.36 -3.41 -1.90  0.00
61 N -2.14 -1.00 -1.22  0.00
62 C -3.59 -0.85 -1.05  0.00
63 C -4.36 -1.03 -2.38  0.00
64 C -3.85 0.60 -0.62  0.00
65 C -4.20 -1.74 0.06  0.00
66 H -1.94 -6.71 -2.64  0.00
67 H -3.21 -5.72 -3.37  0.00
68 H -3.21 -6.02 -1.63  0.00
69 H 0.14 -5.55 -2.77  0.00
70 H 2.19 -4.34 -3.11  0.00
71 H 2.42 -3.37 -1.65  0.00
72 H 2.17 -2.57 -3.20  0.00
73 H 0.29 -1.36 -1.97  0.00
74 H -3.43 -3.45 -1.77  0.00
75 H -3.93 -0.36 -3.12  0.00
76 H -5.41 -0.78 -2.24  0.00
77 H -4.30 -2.05 -2.77  0.00
78 H -3.63 1.28 -1.44  0.00
79 H -3.20 0.85 0.22  0.00
80 H -4.88 0.74 -0.30  0.00
81 H -4.36 -2.77 -0.24  0.00
82 H -5.16 -1.34 0.39  0.00
83 H -3.51 -1.76 0.91  0.00
84 Br 3.66 3.04 6.01  0.00
85 C 3.37 3.39 4.16  0.00
86 C 4.16 4.33 3.52  0.00
87 C 3.95 4.58 2.17  0.00
88 C 2.95 3.90 1.48  0.00
89 C 2.17 2.96 2.14  0.00
90 C 2.38 2.70 3.49  0.00
91 C 1.09 2.22 1.40  0.00
92 O 0.86 2.52 0.20  0.00
93 O 0.45 1.32 2.01  0.00
94 H 4.94 4.85 4.07  0.00
95 H 4.56 5.31 1.66  0.00
96 H 2.76 4.08 0.43  0.00
97 H 1.77 1.95 3.98  0.00